No. 1
The following is a quantum chemistry calculation of a structure of composition C43H41N5P2SSbSe4Ti, from the Open Molecules 2025 dataset.

Summary:
- Charge: -2
- Kohn-Sham gap (alpha / beta): 4.6 / 4.9 eV
- 2S+1: 2

Structure (XYZ):
```
98
Properties=species:S:1:pos:R:3:forces:R:3:lowdin_charge:R:1
Ti 0.007471 -1.962653 0.425686 -0.037 0.362 0.683 0.1153
C 6.041588 -2.016655 0.154415 0.020 -0.026 0.000 -0.0975
C 5.426082 -0.662853 0.493554 0.031 0.034 -0.031 -0.2767
N 4.269956 -0.739517 1.365972 -0.018 0.008 -0.039 -0.0515
C 3.075678 -1.257813 0.874689 0.044 -0.079 0.160 -0.8361
S 1.887885 -1.660283 2.060724 -0.197 0.027 -0.131 0.6111
N 2.961276 -1.395727 -0.405124 -0.021 0.100 -0.088 -0.0086
N 1.723886 -1.836439 -0.806941 -0.152 -0.036 -0.336 -0.1702
C 1.695429 -2.370381 -2.036804 0.044 0.023 0.077 -0.3240
C 2.892989 -2.429692 -2.935219 0.008 -0.002 -0.020 -0.0398
C 0.467483 -2.949005 -2.414326 0.194 -0.106 -0.107 -0.3032
C 0.232893 -3.554734 -3.672123 -0.061 -0.010 0.017 -0.0329
C -1.014409 -4.036475 -3.969994 0.049 -0.005 -0.014 -0.0925
C -2.036842 -3.943263 -3.016367 -0.062 -0.029 0.072 -0.0835
C -1.737528 -3.385209 -1.794661 0.043 0.064 0.020 -0.2318
N -0.536568 -2.877302 -1.492378 0.041 0.150 0.455 -0.0801
H 6.882406 -1.901099 -0.534418 0.002 0.016 -0.013 0.0612
H 5.295005 -2.658737 -0.311885 -0.010 0.008 -0.004 0.0627
H 6.409412 -2.516394 1.053798 -0.012 0.006 0.014 0.0655
H 5.106362 -0.159254 -0.419878 0.011 -0.008 0.003 0.0972
H 6.163157 -0.018191 0.981804 0.003 -0.018 -0.005 0.1017
H 4.450158 -1.045040 2.310523 0.002 0.032 0.000 0.0990
H 3.688241 -1.804206 -2.540547 -0.012 0.011 0.021 0.0558
H 2.644716 -2.086329 -3.944018 -0.020 -0.008 0.004 0.0668
H 3.266379 -3.455761 -3.019874 0.009 0.002 0.024 0.0853
H 1.040288 -3.626197 -4.387505 0.012 -0.013 0.008 0.0973
H -1.200691 -4.496669 -4.933480 -0.012 -0.005 -0.001 0.0962
H -3.027165 -4.339841 -3.187885 0.012 0.000 -0.040 0.0981
H -2.475482 -3.312932 -1.004851 -0.027 -0.027 -0.037 0.0395
Se -2.645210 -6.188537 3.654829 -0.012 0.000 -0.047 -0.4696
Sb -2.725523 -5.214199 1.416902 -0.124 0.034 0.157 0.0230
Se 0.992132 -4.388398 0.841034 -0.393 -0.309 -0.252 0.0152
Se -1.881231 -2.797341 1.798805 -0.388 -0.057 -0.202 0.0670
Se -0.635675 -5.941876 0.053720 0.573 0.282 0.096 -0.1725
C -0.840611 2.528453 -1.567338 -0.106 0.092 0.170 -0.1605
N -0.646415 1.456090 -0.594642 0.104 -0.123 -0.423 -0.4823
P 0.905080 1.106404 0.072180 0.012 -0.228 -0.077 0.9961
C 1.149413 2.372496 1.363019 -0.170 0.136 -0.030 -0.3472
C 0.363810 3.516131 1.488145 0.024 -0.084 0.067 -0.0891
C 0.574355 4.405444 2.531048 0.019 0.003 0.015 -0.1081
C 1.572523 4.155568 3.464672 -0.055 0.098 0.013 -0.1125
C 2.347574 3.012353 3.353511 0.087 -0.065 0.046 -0.0833
C 2.136150 2.120231 2.312100 0.008 -0.018 -0.066 -0.0907
C 2.037244 1.719910 -1.233665 0.069 0.107 -0.068 -0.3282
C 3.071784 2.624641 -1.001503 -0.004 0.031 0.009 -0.0840
C 4.017079 2.896631 -1.982826 0.010 0.012 0.017 -0.1042
C 3.941949 2.275794 -3.219686 0.022 0.006 -0.027 -0.1119
C 2.912850 1.374920 -3.466759 0.011 -0.022 -0.050 -0.0908
C 1.981282 1.096172 -2.483397 -0.029 0.015 0.069 -0.1052
P -1.616960 0.022825 -0.636937 0.219 -0.221 -0.222 0.9582
C -2.209180 0.098855 -2.396298 -0.116 0.003 -0.063 -0.3120
C -1.444435 -0.533767 -3.373418 0.159 0.019 0.074 -0.1026
C -1.806196 -0.503859 -4.711644 -0.010 0.034 -0.054 -0.0795
C -2.956120 0.162405 -5.104300 -0.005 -0.015 -0.008 -0.1029
C -3.738363 0.791995 -4.145380 -0.020 0.005 -0.030 -0.0955
C -3.370636 0.756250 -2.809068 -0.007 0.012 0.069 -0.0901
C -3.179347 0.452683 0.190244 0.163 0.438 0.082 -0.3713
C -3.328254 1.699971 0.792255 -0.047 -0.089 0.003 -0.0957
C -4.511915 2.035312 1.429167 -0.028 -0.006 0.019 -0.0898
C -5.554353 1.117501 1.477596 0.023 0.030 0.013 -0.1022
C -5.400413 -0.130313 0.893806 -0.088 -0.053 0.026 -0.0816
C -4.217174 -0.465287 0.252351 -0.023 -0.076 -0.053 -0.1078
H -0.142057 3.337594 -1.353694 -0.008 0.019 0.000 0.0716
H -1.860034 2.920129 -1.499585 0.007 -0.005 -0.015 0.0754
H -0.669649 2.209240 -2.599412 0.011 -0.019 -0.006 0.0719
H -0.441616 3.694733 0.788902 -0.013 0.015 -0.036 0.0822
H -0.050516 5.286391 2.621618 0.004 0.008 0.017 0.0943
H 1.729529 4.841558 4.288596 0.001 0.000 0.002 0.0913
H 3.107272 2.797645 4.095595 -0.002 0.004 0.001 0.0987
H 2.716872 1.206075 2.237578 0.004 0.039 0.043 0.0748
H 3.149570 3.119757 -0.041642 -0.010 -0.003 0.007 0.0942
H 4.815359 3.599226 -1.772137 0.005 -0.003 -0.017 0.0923
H 4.681972 2.485927 -3.982924 -0.007 -0.006 -0.003 0.0891
H 2.843830 0.869515 -4.423108 0.019 0.014 -0.003 0.0977
H 1.209266 0.361803 -2.675212 -0.069 -0.048 -0.013 0.0860
H -0.557081 -1.084246 -3.086211 -0.064 0.177 -0.038 0.0735
H -1.193690 -1.024260 -5.437997 -0.001 0.000 -0.004 0.1003
H -3.249700 0.180517 -6.147191 -0.002 0.005 -0.005 0.0913
H -4.643729 1.311215 -4.437334 -0.005 -0.001 -0.003 0.0934
H -4.000005 1.249930 -2.079591 0.000 -0.002 0.050 0.1002
H -2.489133 2.384504 0.794520 0.004 0.007 0.007 0.0854
H -4.610919 3.001360 1.909925 -0.010 -0.001 0.005 0.0937
H -6.475588 1.364702 1.991043 -0.004 0.011 0.004 0.0909
H -6.195897 -0.862061 0.959574 0.000 -0.004 -0.002 0.1007
H -4.099719 -1.455273 -0.171684 0.037 0.010 -0.009 0.0913
C -0.776438 -0.052915 1.764637 0.268 -1.071 0.269 -0.3471
C -1.085082 0.196795 2.919208 0.123 0.483 -0.255 -0.1503
C -1.451644 0.500241 4.264102 -0.052 -0.207 0.013 -0.2275
C -1.836994 -0.541598 5.119083 -0.022 0.086 -0.025 -0.0193
C -2.195190 -0.266842 6.427539 -0.003 -0.015 0.005 -0.0931
C -2.179209 1.039071 6.905651 -0.020 -0.045 0.045 -0.1249
C -1.797612 2.073488 6.062342 -0.001 0.038 0.027 -0.1130
C -1.435110 1.809350 4.751302 0.049 0.031 -0.055 -0.0411
H -1.858710 -1.552742 4.730847 0.011 -0.004 0.000 0.0977
H -2.493207 -1.082277 7.075423 -0.001 0.010 0.016 0.0977
H -2.462768 1.245006 7.931233 0.004 0.015 -0.001 0.0844
H -1.777184 3.093453 6.430080 -0.001 0.001 -0.005 0.0884
H -1.120461 2.606184 4.087518 -0.009 0.003 0.021 0.0953
```
Forces are in eV/Å.



No. 2
The following is a quantum chemistry calculation of a structure of composition C43H42N11O6Rb, from the Open Molecules 2025 dataset.

Summary:
- Charge: -2
- Kohn-Sham gap: 6.4 eV
- 2S+1: 1

Structure (XYZ):
```
103
Properties=species:S:1:pos:R:3:forces:R:3:lowdin_charge:R:1
Rb -0.723416 -1.826707 -0.874485 -0.007 -0.148 -0.125 0.7864
O -0.517066 4.822193 -0.076970 -0.060 0.057 0.064 -0.0629
C -0.562865 3.739604 -0.707202 0.046 -0.167 0.036 -0.6509
O 0.392945 3.065421 -1.133609 0.002 -0.015 -0.044 -0.0319
C -1.996601 3.187824 -0.937405 -0.063 0.141 -0.053 -0.1613
C -3.058958 4.072498 -0.735903 0.084 0.038 0.042 -0.0404
C -4.356483 3.617881 -0.848841 -0.021 -0.059 -0.023 -0.0740
C -4.561062 2.286719 -1.172979 -0.020 0.024 -0.023 -0.0268
C -3.452209 1.487419 -1.425629 -0.100 -0.047 -0.022 -0.1848
N -2.195159 1.923288 -1.315735 0.137 0.044 0.100 0.2082
C -3.700413 0.048696 -1.882497 0.071 -0.043 -0.047 -0.6216
O -4.815671 -0.464347 -1.512822 0.047 0.068 0.022 -0.1213
O -2.850703 -0.522537 -2.567762 0.095 -0.041 0.122 -0.0528
H -2.821223 5.095849 -0.484020 0.005 -0.009 0.031 0.0989
H -5.195566 4.285583 -0.685080 -0.003 -0.001 0.001 0.0944
H -5.546502 1.850780 -1.258417 0.004 0.007 -0.002 0.1033
N -5.002911 -1.448686 1.004201 0.026 0.018 -0.045 0.1111
C -5.448866 -0.967087 2.201347 -0.064 -0.005 0.032 -0.1287
C -5.230177 -1.968671 3.107989 0.025 0.132 0.033 -0.1845
N -4.648504 -3.045966 2.501241 -0.015 -0.113 -0.080 0.1024
C -4.525984 -2.701646 1.234180 -0.081 -0.010 -0.005 -0.2866
C -3.945049 -3.509122 0.158734 0.331 -0.174 0.078 -0.2939
N -3.281538 -4.645448 0.305196 -0.229 0.260 0.038 0.1122
C -2.838636 -4.962156 -0.949195 -0.043 0.051 -0.073 -0.1682
C -3.234616 -4.011774 -1.853049 -0.035 -0.012 0.075 -0.1286
N -3.946906 -3.090286 -1.134603 0.084 -0.075 -0.035 0.1019
H -4.995769 -0.946777 0.095523 0.021 -0.024 0.042 0.1010
H -5.865706 0.021085 2.297241 0.000 -0.012 -0.004 0.0992
H -5.450949 -1.965037 4.163735 0.016 -0.013 0.000 0.0798
H -2.243843 -5.842515 -1.131811 0.007 -0.002 0.014 0.0938
H -3.065032 -3.896760 -2.909239 0.013 0.021 0.003 0.1119
H -4.310745 -2.192170 -1.488731 -0.037 0.036 0.001 0.1018
C -2.654593 4.679233 2.837719 0.049 0.057 -0.075 -0.0387
C -1.433508 3.976948 3.442552 -0.046 -0.031 0.018 -0.5462
C -0.239685 4.926105 3.327293 -0.025 -0.038 0.015 -0.0625
C -1.688118 3.671710 4.925914 0.004 0.018 -0.016 -0.0547
C -1.186518 2.654763 2.720882 0.079 -0.073 -0.088 -0.1478
C -2.144924 1.641370 2.734285 0.023 0.033 0.060 -0.0090
C -1.855340 0.428143 2.136874 -0.022 0.006 0.028 -0.1134
N -0.700792 0.157911 1.536591 -0.184 -0.117 -0.130 0.0905
C 0.203434 1.127908 1.469368 0.183 0.148 -0.015 -0.1954
C -0.005277 2.380408 2.045736 -0.071 0.030 0.002 0.0409
C 1.480364 0.804763 0.752045 0.032 -0.092 -0.149 -0.1972
C 2.542236 1.706854 0.681042 -0.167 0.039 0.040 0.0415
C 3.687407 1.369740 -0.014323 0.154 -0.010 -0.044 -0.1587
C 3.741842 0.099935 -0.588381 -0.030 -0.085 0.000 -0.0133
C 2.648888 -0.740920 -0.476419 0.011 0.152 -0.002 -0.1235
N 1.538300 -0.384650 0.163188 0.004 -0.027 0.209 0.0547
C 4.848053 2.344841 -0.199970 0.014 0.015 0.005 -0.5507
C 4.616105 3.662522 0.539241 -0.013 0.004 0.009 -0.0647
C 6.143578 1.709450 0.319575 -0.009 -0.001 -0.003 -0.0530
C 4.992499 2.657901 -1.695813 0.003 0.012 0.015 -0.0454
H -2.876140 5.591410 3.400685 0.000 -0.022 0.029 0.0802
H -3.543325 4.045631 2.847124 0.017 -0.020 -0.002 0.0790
H -2.430815 4.957469 1.807332 -0.035 -0.039 -0.027 0.0670
H -0.476915 5.859126 3.845980 0.005 0.011 -0.022 0.0806
H -0.025329 5.148208 2.279679 -0.005 0.030 0.005 0.0701
H 0.650122 4.501780 3.800059 0.015 -0.007 -0.026 0.0845
H -1.868225 4.601096 5.473324 -0.001 0.002 0.000 0.0770
H -0.823578 3.171792 5.368379 -0.005 -0.005 0.013 0.0864
H -2.555530 3.022889 5.057893 0.000 0.016 0.012 0.0732
H -3.108682 1.775954 3.210460 0.013 0.004 0.000 0.1052
H -2.585451 -0.375581 2.152661 -0.033 0.004 0.017 0.0983
H 0.731796 3.156607 1.920452 -0.010 -0.020 0.028 0.0965
H 2.442057 2.684479 1.122616 0.001 -0.022 -0.013 0.0948
H 4.609171 -0.232651 -1.145618 -0.002 0.008 -0.006 0.1089
H 2.625405 -1.724948 -0.937818 0.030 0.004 0.018 0.0986
H 4.519572 3.505363 1.615882 -0.002 0.000 0.001 0.0866
H 3.714871 4.164438 0.182503 0.009 0.006 0.003 0.0923
H 5.465939 4.328733 0.371157 0.004 -0.003 -0.005 0.0798
H 6.059091 1.480828 1.384068 0.004 -0.003 0.000 0.0880
H 6.983526 2.395547 0.178998 -0.005 0.001 -0.002 0.0781
H 6.371673 0.781542 -0.205918 0.013 0.003 0.004 0.0735
H 4.079303 3.121510 -2.071580 0.035 0.014 0.027 0.0778
H 5.176234 1.753969 -2.278378 -0.007 -0.007 -0.004 0.0779
H 5.825159 3.348432 -1.857926 0.008 -0.004 0.006 0.0808
O 1.376866 -3.475712 -2.418686 -0.059 -0.067 0.104 -0.2129
N 1.572557 -4.657851 -2.040428 0.008 0.033 -0.054 -0.0719
N 1.387393 -4.860945 -0.772538 0.115 0.018 -0.022 -0.2933
O 1.035267 -3.956479 0.088515 -0.076 0.064 -0.116 -0.2255
C 1.594766 -6.193943 -0.325297 -0.123 -0.048 0.080 -0.1736
C 1.250056 -6.485604 0.989951 0.002 0.022 0.000 -0.0142
C 1.405623 -7.776634 1.474007 0.011 -0.001 -0.029 -0.1001
C 1.905843 -8.782001 0.660094 0.007 0.003 -0.014 -0.1294
C 2.252716 -8.479311 -0.653565 0.000 -0.031 0.039 -0.1151
C 2.102512 -7.197293 -1.151605 0.011 0.016 -0.033 -0.0360
H 0.852899 -5.682174 1.592563 0.003 0.000 0.002 0.1081
H 1.122605 -7.994958 2.496747 0.003 -0.005 0.002 0.0941
H 2.021500 -9.790106 1.039543 0.006 0.000 -0.003 0.0843
H 2.644551 -9.253824 -1.302803 0.002 -0.004 0.006 0.0894
H 2.365117 -6.960971 -2.171172 0.000 0.007 -0.002 0.0957
N 3.587165 -1.862629 -6.897472 0.036 0.019 0.006 0.1261
C 3.091774 -1.302625 -6.022593 -0.044 -0.044 -0.011 -0.1964
C 2.464460 -0.580345 -4.953403 0.002 0.091 0.075 -0.2135
C 2.853484 0.729092 -4.664727 -0.006 -0.017 -0.030 -0.0291
C 2.214507 1.391658 -3.639136 -0.028 0.005 0.028 -0.0446
C 1.210024 0.733875 -2.935379 -0.332 -0.193 -0.246 -0.0986
N 0.818907 -0.513910 -3.227821 0.177 0.196 0.266 0.0717
C 1.444704 -1.163255 -4.197695 0.068 0.037 -0.134 -0.0928
H 3.636034 1.202377 -5.245287 0.004 -0.005 0.005 0.1128
H 2.460253 2.409113 -3.369946 -0.021 -0.021 -0.015 0.0963
H 0.683629 1.258361 -2.141592 -0.036 -0.002 -0.007 0.0867
H 1.147090 -2.189610 -4.373094 -0.004 0.010 0.017 0.1064
```
Forces are in eV/Å.



| no. | electronic energy (eV) |
| --- | --- |
| 1 | -373162.453 |
| 2 | -74608.107 |